Entry 1:
ORCA calculation (the ωB97M-V functional and the def2-TZVPD basis) on C17H23N3O3 in the gas phase in a non-equilibrium geometry.

Values from the calculation:
E_tot in eV: -28614.3398
F_max in eV/Å: 3.5
LUMO energy in eV: 0.611
SMILES string: CC[C@H](C)[C@H](NC(=O)[C@@H](N)Cc1c[nH]c2ccccc12)C(=O)O
Net charge: 0
Energy above the lowest of the compared OMol25 structures with the same formula, charge and spin in kJ/mol: 310.0

Element x y z (Å)
C (3.40697, 0.77691, 3.35686)
C (2.26796, 0.68994, 2.28444)
C (1.49802, -0.66934, 2.36556)
C (2.41502, -1.75608, 1.97373)
C (0.15866, -0.50611, 1.55022)
N (-0.47292, 0.66933, 2.15491)
C (-1.47992, 1.31710, 1.55613)
O (-2.67825, 1.11569, 1.82449)
C (-1.07013, 2.29920, 0.53691)
N (-0.33885, 3.43275, 1.25210)
C (-0.03988, 1.85593, -0.56143)
C (-0.64736, 1.03100, -1.64847)
C (-1.95916, 0.99977, -2.04888)
N (-2.08447, -0.00721, -2.98812)
C (-0.87123, -0.58696, -3.26964)
C (-0.41817, -1.64376, -4.06875)
C (0.95382, -1.89707, -4.09375)
C (1.88247, -1.23107, -3.28067)
C (1.40099, -0.32216, -2.33836)
C (0.01870, 0.00789, -2.34478)
C (-0.76331, -1.74314, 1.47296)
O (-0.25700, -2.77825, 1.31880)
O (-2.12413, -1.60624, 1.35711)
H (2.98055, 0.49999, 4.32269)
H (4.23920, 0.13870, 3.00268)
H (3.73209, 1.80263, 3.53618)
H (1.66486, 1.57024, 2.43384)
H (2.66168, 0.80201, 1.27390)
H (1.13779, -0.76819, 3.40426)
H (2.99820, -1.64479, 1.04721)
H (1.88492, -2.71442, 1.94970)
H (3.21384, -2.00145, 2.75605)
H (0.40291, -0.33271, 0.51689)
H (-0.61104, 0.56706, 3.16820)
H (-1.92269, 2.80999, 0.09784)
H (-0.93689, 3.81985, 1.96177)
H (0.41945, 2.94783, 1.80269)
H (0.82520, 1.44154, -0.00695)
H (0.41584, 2.75886, -1.03738)
H (-2.85095, 1.55537, -1.75101)
H (-3.00246, -0.28878, -3.27524)
H (-0.94109, -2.14512, -4.89161)
H (1.26474, -2.80353, -4.65102)
H (2.99835, -1.56991, -3.34607)
H (2.07953, 0.05381, -1.63129)
H (-2.42623, -0.74497, 1.72881)

These are the natural (NBO) partial charges, in e, on atoms 1 to 2:
1 C -0.611
2 C -0.388

---

Entry 2:
ORCA calculation (the ωB97M-V functional and the def2-TZVPD basis) on C17H23N3O3 in the gas phase in a non-equilibrium geometry.

Values from the calculation:
E_tot in eV: -28615.5854
F_max in eV/Å: 2.4
LUMO energy in eV: 0.400
SMILES string: CC[C@H](C)[C@H](N)C(=O)N[C@@H](Cc1c[nH]c2ccccc12)C(=O)O
Net charge: 0
Energy above the lowest of the compared OMol25 structures with the same formula, charge and spin in kJ/mol: 189.8

Element x y z (Å)
C (3.10018, -0.05872, 2.04568)
C (2.45807, 1.28281, 2.36182)
C (1.06706, 1.21394, 3.03106)
C (1.01353, 0.32171, 4.28152)
C (-0.17249, 1.08780, 2.03570)
N (-1.39330, 1.43926, 2.74382)
C (-0.40978, -0.33581, 1.44315)
O (0.31536, -1.28553, 1.77293)
N (-1.52908, -0.45638, 0.64743)
C (-1.68892, -1.62198, -0.24093)
C (-0.63566, -1.70016, -1.39029)
C (-0.67170, -0.48744, -2.21678)
C (-1.57251, -0.18323, -3.23223)
N (-1.20210, 1.02079, -3.77556)
C (-0.04947, 1.49036, -3.16822)
C (0.63332, 2.67714, -3.37861)
C (1.81896, 2.89060, -2.65830)
C (2.31359, 1.91168, -1.80179)
C (1.61784, 0.74918, -1.49844)
C (0.35042, 0.53734, -2.21044)
C (-1.90326, -3.04710, 0.36064)
O (-2.43964, -3.86300, -0.29626)
O (-1.43684, -3.27136, 1.56300)
H (2.64449, -0.58529, 1.21449)
H (2.98639, -0.75268, 2.87508)
H (4.17248, 0.10823, 1.88651)
H (2.37427, 1.94951, 1.50992)
H (3.15087, 1.83325, 3.02710)
H (0.88845, 2.21691, 3.49417)
H (1.84916, 0.48280, 4.99906)
H (1.02532, -0.75435, 4.13762)
H (0.05242, 0.49818, 4.79334)
H (0.04536, 1.71745, 1.16640)
H (-2.14212, 1.37025, 2.04673)
H (-1.36071, 2.38364, 3.05484)
H (-1.57961, 0.37314, 0.06265)
H (-2.67028, -1.44055, -0.75481)
H (-0.87251, -2.59697, -1.96015)
H (0.37403, -1.82582, -0.96032)
H (-2.46702, -0.70594, -3.55579)
H (-1.83872, 1.66296, -4.20542)
H (0.40729, 3.53284, -4.04175)
H (2.37361, 3.81304, -2.76522)
H (3.26816, 2.07376, -1.32088)
H (2.00785, 0.07246, -0.69380)
H (-0.94405, -2.46197, 1.78186)

These are the natural (NBO) partial charges, in e, on atoms 1 to 2:
1 C -0.611
2 C -0.402

---

Entry 3:
ORCA calculation (the ωB97M-V functional and the def2-TZVPD basis) on C17H23NO3 in the gas phase.

Values from the calculation:
E_tot in eV: -25636.2692
F_max in eV/Å: 0.6
LUMO energy in eV: 0.811
SMILES string: CCOC(=O)C1CCN(C(=O)CCc2ccccc2)CC1
Net charge: 0
Energy above the lowest of the compared OMol25 structures with the same formula, charge and spin in kJ/mol: 52.8

Element x y z (Å)
C (5.65174, 0.80566, 0.72206)
C (5.06059, 0.11482, -0.49807)
O (3.70357, 0.50931, -0.71521)
C (2.76072, -0.12292, -0.01137)
O (2.99393, -0.99641, 0.78405)
C (1.38824, 0.39703, -0.39635)
C (0.42446, 0.44402, 0.79333)
C (-0.01152, -0.95766, 1.23063)
N (-0.57083, -1.68611, 0.11718)
C (-1.83550, -2.12199, -0.08174)
O (-2.14511, -2.70489, -1.10815)
C (-2.89118, -1.87697, 0.98393)
C (-3.96267, -0.93529, 0.40642)
C (-3.36865, 0.40056, 0.06385)
C (-3.25955, 1.39736, 1.02547)
C (-2.68536, 2.61824, 0.71595)
C (-2.20831, 2.85653, -0.56218)
C (-2.30871, 1.86746, -1.52678)
C (-2.88451, 0.64808, -1.21504)
C (0.39869, -1.85692, -0.94818)
C (0.80145, -0.49360, -1.50418)
H (5.57040, 1.88509, 0.61947)
H (6.69902, 0.53568, 0.82173)
H (5.12096, 0.49392, 1.61821)
H (5.09711, -0.97217, -0.37198)
H (5.58827, 0.40312, -1.40929)
H (1.53297, 1.40571, -0.79479)
H (0.89858, 0.94683, 1.63787)
H (-0.45585, 1.01792, 0.50058)
H (-0.72311, -0.87067, 2.04863)
H (0.86483, -1.50648, 1.59169)
H (-3.35404, -2.84159, 1.20208)
H (-2.49367, -1.46557, 1.90771)
H (-4.76364, -0.81520, 1.13897)
H (-4.37325, -1.39854, -0.49188)
H (-3.63430, 1.21845, 2.02380)
H (-2.61114, 3.38593, 1.47257)
H (-1.76178, 3.80946, -0.80566)
H (-1.94107, 2.05031, -2.52653)
H (-2.96150, -0.12357, -1.96713)
H (-0.06462, -2.46679, -1.72536)
H (1.27409, -2.37917, -0.54902)
H (1.52581, -0.61788, -2.31054)
H (-0.08555, -0.00109, -1.90679)

These are the natural (NBO) partial charges, in e, on atoms 1 to 2:
1 C -0.634
2 C -0.077

---

Entry 4:
ORCA calculation (the ωB97M-V functional and the def2-TZVPD basis) on a molecular structure, C17H24B2N12O2V in a non-equilibrium geometry.

Values from the calculation:
E_tot in eV: -67032.0517
F_max in eV/Å: 2.5
LUMO energy (alpha / beta) in eV: -4.795 / -3.782
Net charge: +1
Energy above the lowest of the compared OMol25 structures with the same formula, charge and spin in kJ/mol: 0.0
2S+1: 3

Element x y z (Å)
V (-0.29539, 0.16912, 0.10060)
C (-3.97596, 2.63968, 1.54958)
C (-3.27666, 1.42191, 1.54042)
N (-2.12063, 1.52756, 0.81045)
N (-2.10096, 2.84529, 0.35140)
C (-3.18936, 3.51833, 0.77932)
B (-0.99293, 3.45637, -0.51150)
N (0.28807, 3.24448, 0.33967)
C (1.19734, 4.20504, 0.49795)
C (2.42884, 3.61470, 0.79474)
C (2.21013, 2.25091, 0.75879)
N (0.90378, 1.97385, 0.45613)
N (-0.93695, 2.59778, -1.76679)
C (-0.77063, 3.15632, -2.96858)
C (-0.21106, 2.18223, -3.82292)
C (-0.06602, 1.03648, -3.03439)
N (-0.47867, 1.28473, -1.76482)
H (-4.92324, 2.83983, 2.03124)
H (-3.43826, 0.46607, 1.99473)
H (-3.40813, 4.55117, 0.55753)
H (-1.18700, 4.58797, -0.71300)
H (0.93439, 5.22537, 0.42045)
H (3.38556, 4.12312, 0.94956)
H (2.89390, 1.41946, 0.94355)
H (-1.01753, 4.18473, -3.20032)
H (0.07894, 2.32173, -4.87032)
H (0.35387, 0.08721, -3.29664)
B (-1.50963, -3.08523, 1.84931)
N (-0.49094, -2.14132, 2.42797)
C (0.06726, -2.48617, 3.60974)
C (0.87943, -1.44011, 4.05192)
C (0.75778, -0.46725, 3.05078)
N (0.01030, -0.88634, 2.00423)
N (-1.76546, -2.73457, 0.41699)
C (-2.52980, -3.57990, -0.31110)
C (-2.80060, -2.98516, -1.54395)
C (-2.16069, -1.72521, -1.47658)
N (-1.43551, -1.60291, -0.33663)
H (-1.18819, -4.25951, 1.94437)
H (-2.50707, -3.20709, 2.53846)
H (-0.19012, -3.43383, 4.11192)
H (1.45179, -1.36783, 4.97888)
H (1.10494, 0.54150, 3.01384)
H (-2.86912, -4.54507, 0.06573)
H (-3.31095, -3.42645, -2.37394)
H (-2.16332, -0.91053, -2.17678)
C (4.77222, -1.65621, -2.20933)
O (3.57717, -0.93066, -1.73250)
C (2.55101, -1.61320, -1.09569)
O (1.50347, -1.02929, -0.76028)
N (2.75960, -2.93308, -0.86367)
N (1.79315, -3.63777, -0.14312)
H (5.37217, -0.87610, -2.68393)
H (4.51063, -2.38240, -2.95211)
H (5.35867, -2.06839, -1.36542)
H (3.68790, -3.34563, -0.89210)
H (0.95965, -3.65651, -0.76759)
H (1.51879, -3.05921, 0.69372)

These are the natural (NBO) partial charges, in e, on atoms 1 to 2:
1 V 1.737
2 C -0.338

---

Entry 5:
ORCA calculation (the ωB97M-V functional and the def2-TZVPD basis) on a molecular structure, C17H24Cl2CuN5O2.

Values from the calculation:
E_tot in eV: -99244.4671
F_max in eV/Å: 0.6
LUMO energy (alpha / beta) in eV: -3.600 / -3.622
Net charge: +1
2S+1: 2

Element x y z (Å)
Cu (0.05237, 0.01184, -0.14804)
C (2.66141, -3.49159, 0.35092)
C (1.68563, -2.40525, 0.01760)
N (1.45696, -1.36230, 0.69959)
C (1.96024, -0.99543, 1.99905)
C (0.73189, -0.85662, 2.93689)
N (-0.43830, -0.27803, 2.26004)
C (-0.83178, 1.07880, 2.64864)
C (0.01373, 2.11727, 1.92121)
N (-0.10517, 1.97066, 0.46187)
C (-1.26134, 2.64210, -0.18734)
C (-2.31595, 1.66282, -0.74450)
N (-1.63836, 0.45296, -1.16258)
C (-1.92485, -0.31645, -2.13297)
C (-3.06808, -0.13232, -3.07907)
C (-0.97765, -1.47419, -2.27854)
C (-0.86936, -2.31064, -3.37421)
C (0.12350, -3.28105, -3.35687)
C (0.98135, -3.39110, -2.27024)
C (0.82353, -2.50739, -1.21490)
N (-0.15657, -1.61176, -1.24175)
H (3.43947, -3.13446, 1.01896)
H (3.13896, -3.87908, -0.54775)
H (2.13884, -4.32333, 0.83057)
H (2.45662, -0.02901, 1.88702)
H (2.67208, -1.69989, 2.43182)
H (1.01877, -0.25984, 3.80569)
H (0.47145, -1.85287, 3.29171)
H (-1.22537, -0.90250, 2.34539)
H (-0.76256, 1.24624, 3.72871)
H (-1.87878, 1.21463, 2.36348)
H (1.06537, 1.98223, 2.18210)
H (-0.28009, 3.11776, 2.24866)
H (0.72756, 2.33310, -0.01929)
H (-0.85977, 3.22751, -1.01192)
H (-1.74271, 3.32701, 0.51295)
H (-2.86569, 2.14332, -1.55419)
H (-3.03155, 1.38850, 0.03664)
H (-3.90274, 0.36626, -2.59139)
H (-3.41223, -1.08594, -3.47451)
H (-2.74186, 0.48534, -3.92089)
H (-1.51502, -2.19421, -4.23379)
H (0.24122, -3.94362, -4.20399)
H (1.76412, -4.13624, -2.26502)
Cl (2.69605, 0.01682, -4.21573)
C (1.83456, 1.46261, -3.68426)
Cl (0.18448, 1.49604, -4.39267)
C (1.67474, 1.56192, -2.14395)
O (1.47482, 2.70134, -1.70766)
O (1.63677, 0.47477, -1.50375)
H (2.34501, 2.32989, -4.07521)

These are the natural (NBO) partial charges, in e, on atoms 1 to 2:
1 Cu 1.432
2 C -0.691

---

Repeat the second record exactly.
ORCA calculation (the ωB97M-V functional and the def2-TZVPD basis) on C17H23N3O3 in the gas phase in a non-equilibrium geometry.

Values from the calculation:
E_tot in eV: -28615.5854
F_max in eV/Å: 2.4
LUMO energy in eV: 0.400
SMILES string: CC[C@H](C)[C@H](N)C(=O)N[C@@H](Cc1c[nH]c2ccccc12)C(=O)O
Net charge: 0
Energy above the lowest of the compared OMol25 structures with the same formula, charge and spin in kJ/mol: 189.8

Element x y z (Å)
C (3.10018, -0.05872, 2.04568)
C (2.45807, 1.28281, 2.36182)
C (1.06706, 1.21394, 3.03106)
C (1.01353, 0.32171, 4.28152)
C (-0.17249, 1.08780, 2.03570)
N (-1.39330, 1.43926, 2.74382)
C (-0.40978, -0.33581, 1.44315)
O (0.31536, -1.28553, 1.77293)
N (-1.52908, -0.45638, 0.64743)
C (-1.68892, -1.62198, -0.24093)
C (-0.63566, -1.70016, -1.39029)
C (-0.67170, -0.48744, -2.21678)
C (-1.57251, -0.18323, -3.23223)
N (-1.20210, 1.02079, -3.77556)
C (-0.04947, 1.49036, -3.16822)
C (0.63332, 2.67714, -3.37861)
C (1.81896, 2.89060, -2.65830)
C (2.31359, 1.91168, -1.80179)
C (1.61784, 0.74918, -1.49844)
C (0.35042, 0.53734, -2.21044)
C (-1.90326, -3.04710, 0.36064)
O (-2.43964, -3.86300, -0.29626)
O (-1.43684, -3.27136, 1.56300)
H (2.64449, -0.58529, 1.21449)
H (2.98639, -0.75268, 2.87508)
H (4.17248, 0.10823, 1.88651)
H (2.37427, 1.94951, 1.50992)
H (3.15087, 1.83325, 3.02710)
H (0.88845, 2.21691, 3.49417)
H (1.84916, 0.48280, 4.99906)
H (1.02532, -0.75435, 4.13762)
H (0.05242, 0.49818, 4.79334)
H (0.04536, 1.71745, 1.16640)
H (-2.14212, 1.37025, 2.04673)
H (-1.36071, 2.38364, 3.05484)
H (-1.57961, 0.37314, 0.06265)
H (-2.67028, -1.44055, -0.75481)
H (-0.87251, -2.59697, -1.96015)
H (0.37403, -1.82582, -0.96032)
H (-2.46702, -0.70594, -3.55579)
H (-1.83872, 1.66296, -4.20542)
H (0.40729, 3.53284, -4.04175)
H (2.37361, 3.81304, -2.76522)
H (3.26816, 2.07376, -1.32088)
H (2.00785, 0.07246, -0.69380)
H (-0.94405, -2.46197, 1.78186)

These are the natural (NBO) partial charges, in e, on atoms 1 to 2:
1 C -0.611
2 C -0.402